(1)
This record from the Open Molecules 2025 dataset describes 8 unconnected molecules or ions with the total composition C3H22N6O8. The level of theory is ωB97M-V with the def2-TZVPD basis set.

```
! RIJCOSX wB97M-V def2-TZVPD def2/J DEFGRID3
* xyz 1 2
C -2.85 -0.96 -0.80
O -2.12 -1.50 0.02
N -2.62 0.25 -1.22
N -3.91 -1.51 -1.32
H -3.33 0.60 -1.84
H -1.91 0.78 -0.73
H -4.50 -0.99 -1.96
H -3.94 -2.52 -1.24
C 2.76 0.19 -2.39
O 1.66 0.59 -2.11
N 3.60 -0.12 -1.47
N 3.15 -0.01 -3.63
H 4.55 -0.41 -1.60
H 3.23 -0.06 -0.53
H 2.65 0.56 -4.31
H 4.09 -0.27 -3.90
C -2.00 2.74 2.44
O -2.83 3.12 3.16
N -1.16 3.50 1.70
N -1.90 1.51 1.94
H -0.50 3.16 1.01
H -1.17 4.51 1.68
H -1.08 1.17 1.48
H -2.57 0.93 2.42
O -2.83 -1.22 2.64
H -2.55 -1.33 1.73
H -3.76 -1.44 2.63
O 1.26 2.35 -0.02
H 1.60 2.03 -0.86
H 1.05 1.56 0.47
O 3.75 -2.52 2.19
H 4.62 -2.70 1.82
H 3.19 -2.40 1.42
O 1.78 -2.65 0.14
H 1.09 -3.28 0.36
H 1.67 -2.51 -0.80
O 0.62 -0.03 0.66
H 1.34 -0.65 0.52
H -0.15 -0.48 0.31
*
```

Properties
lowest unoccupied orbital energy (spin up / spin down)	-2.64 / -8.54	eV
expectation value of S²	0.770
highest occupied orbital energy (spin up / spin down)	-13.15 / -13.14	eV
frontier orbital gap (spin up / spin down)	10.50 / 4.61	eV

(2)
This record from the Open Molecules 2025 dataset describes a molecular structure, C17H34Br12FN4O4P2. The level of theory is ωB97M-V with the def2-TZVPD basis set.

```
! RIJCOSX wB97M-V def2-TZVPD def2/J DEFGRID3
* xyz 1 1
C 2.37 -3.67 2.88
C 1.92 -3.56 1.41
N 0.79 -2.63 1.19
C 1.11 -1.53 0.33
N -0.06 -1.07 -0.48
C -0.78 -0.27 0.35
N -2.05 0.04 0.24
C -2.77 -0.53 -0.90
P -2.87 0.72 -2.24
O -2.18 1.97 -1.88
O -2.26 0.15 -3.59
O -4.43 0.89 -2.49
P -3.06 1.06 1.30
C -3.80 0.00 2.62
C -3.39 -1.48 2.56
C -2.11 2.44 2.02
C -1.85 3.56 1.00
N 0.01 0.22 1.38
C 1.37 -0.20 1.08
F 2.12 -0.40 2.21
C 2.14 0.72 0.14
O 1.89 2.08 0.43
C 2.87 2.72 1.26
C 2.15 3.64 2.24
H 2.47 -4.71 3.17
H 1.66 -3.21 3.58
H 3.34 -3.21 3.05
H 1.62 -4.55 1.09
H 2.79 -3.30 0.82
H 0.54 -2.27 2.11
H 1.90 -1.81 -0.36
H -0.57 -1.94 -0.67
H -2.34 -1.44 -1.28
H -3.79 -0.76 -0.58
H -1.72 0.87 -3.95
H -4.56 1.59 -3.16
H -3.51 0.44 3.58
H -4.87 0.09 2.48
H -4.07 -2.05 3.18
H -3.44 -1.85 1.53
H -2.37 -1.61 2.90
H -2.74 2.82 2.82
H -1.20 2.12 2.53
H -2.64 4.30 1.08
H -0.92 4.09 1.23
H -1.80 3.21 -0.03
H 0.02 1.24 1.29
H 1.92 0.54 -0.91
H 3.20 0.49 0.29
H 3.45 2.00 1.84
H 3.51 3.31 0.60
H 1.13 3.81 1.89
H 2.09 3.16 3.21
H 2.63 4.61 2.32
C 6.51 5.20 0.71
Br 7.17 6.42 2.04
Br 6.63 3.37 1.30
Br 4.72 5.66 0.16
H 7.15 5.29 -0.16
C -5.50 0.84 -6.36
Br -4.83 2.49 -5.59
Br -6.31 1.13 -8.07
Br -4.12 -0.49 -6.43
H -6.26 0.47 -5.69
C 5.99 -4.10 -0.57
Br 6.88 -4.67 1.03
Br 4.45 -5.18 -0.95
Br 5.53 -2.22 -0.50
H 6.69 -4.22 -1.39
C -2.80 -4.25 -3.71
Br -3.73 -2.64 -3.21
Br -1.47 -3.90 -5.05
Br -2.05 -5.11 -2.15
H -3.53 -4.93 -4.13
*
```

Properties
lowest unoccupied orbital energy	-2.26	eV
highest occupied orbital energy	-11.19	eV
frontier orbital gap	8.94	eV

Short version: max |F| = 5.3; 2.6 eV/Å, in the order given.
Short version: energy relative to the best compared isomer or geometry (same formula, charge and spin) = 0.0; 0.0 kJ/mol, in the order given.